# 1
{"formula": "C5H9FGdINO4S", "method": "ωB97M-V/def2-TZVPD", "symbols": ["O", "C", "O", "C", "C", "C", "C", "N", "I", "S", "O", "O", "F", "H", "H", "H", "H", "H", "H", "H", "H", "H", "Gd"], "coordinates": [[-0.846, -1.559, 4.953], [-0.378, -1.167, 3.739], [-1.031, -1.761, 2.558], [-0.902, -0.854, 1.375], [0.523, -1.203, 0.641], [0.416, -1.242, -1.027], [0.794, 0.200, -1.710], [-0.292, 0.811, -2.567], [-2.106, 0.951, -1.596], [0.087, 2.464, -3.045], [-1.214, 3.334, -2.846], [1.182, 3.140, -2.184], [0.589, 2.541, -4.682], [0.485, -0.371, 3.727], [-1.855, -1.066, 0.706], [-0.951, 0.280, 1.741], [1.369, -0.452, 0.989], [0.854, -2.274, 1.015], [-0.596, -1.712, -1.383], [1.263, -2.016, -1.357], [1.718, 0.002, -2.439], [1.205, 0.892, -0.858], [-0.314, 1.064, 4.252]], "homo_ev": [-20.6806, -20.3814], "homo_lumo_gap_ev": [6.991, 5.894], "charge": 3, "spin_multiplicity": 8}

# 2
{"formula": "C5H10NO2Si", "method": "ωB97M-V/def2-TZVPD", "symbols": ["C", "C", "C", "C", "C", "N", "O", "O", "Si", "H", "H", "H", "H", "H", "H", "H", "H", "H", "H"], "coordinates": [[1.633, -2.527, 0.694], [-1.229, -0.175, -0.448], [-0.555, -1.538, -0.403], [-0.289, 0.870, -1.197], [0.772, -1.482, 0.323], [0.755, 1.326, -0.356], [2.556, -3.308, 0.484], [0.795, -2.033, 1.647], [0.370, 2.504, 0.703], [-2.128, -0.329, -0.984], [-1.400, 0.296, 0.531], [-1.105, -2.226, 0.180], [-0.479, -1.895, -1.334], [0.121, 0.309, -2.083], [-1.136, 1.640, -1.588], [1.010, -0.310, 0.234], [-0.420, 3.656, 0.119], [1.441, 3.013, 1.397], [-0.711, 2.211, 2.081]], "homo_ev": -3.4683, "homo_lumo_gap_ev": 7.135, "charge": -1, "spin_multiplicity": 1}

# 3
{"formula": "C20H35F3N5O6S2", "method": "ωB97M-V/def2-TZVPD", "symbols": ["C", "C", "S", "C", "C", "N", "C", "C", "C", "O", "O", "C", "C", "C", "C", "F", "C", "F", "F", "N", "C", "S", "O", "C", "C", "C", "N", "N", "N", "H", "H", "H", "H", "H", "H", "H", "H", "H", "H", "H", "H", "H", "H", "H", "H", "H", "H", "H", "H", "H", "H", "H", "H", "H", "H", "H", "C", "C", "O", "C", "O", "O", "C", "H", "H", "H", "H", "H", "H", "H", "H"], "coordinates": [[-4.601, -2.432, -1.012], [-3.601, -2.218, -2.186], [-1.896, -2.715, -1.780], [-1.200, -1.366, -0.726], [0.269, -1.787, -0.485], [1.163, -1.329, -1.585], [1.754, 0.026, -1.379], [2.773, 0.251, -2.541], [2.153, 0.901, -3.799], [2.855, 1.296, -4.613], [0.765, 0.948, -3.901], [2.468, -0.030, 0.017], [3.055, 1.413, 0.225], [3.191, 1.817, 1.716], [3.618, 3.280, 1.790], [3.201, 3.934, 2.897], [4.342, 3.936, 0.846], [3.831, 4.222, -0.334], [5.563, 4.358, 1.034], [3.507, -1.086, -0.113], [4.248, -1.221, 0.818], [4.985, -1.515, 2.155], [1.539, -0.229, 1.046], [0.756, -1.425, 0.951], [1.411, -2.658, 1.655], [0.340, -3.511, 2.407], [-0.195, -2.818, 3.576], [-0.778, -3.844, 1.513], [1.020, -4.759, 2.858], [-4.431, -1.711, -0.201], [-5.616, -2.258, -1.401], [-4.503, -3.474, -0.679], [-3.988, -2.759, -3.061], [-3.636, -1.144, -2.440], [-1.285, -0.395, -1.241], [-1.785, -1.395, 0.198], [0.251, -2.887, -0.534], [1.865, -2.051, -1.777], [0.579, -1.282, -2.434], [1.015, 0.835, -1.391], [3.140, -0.741, -2.865], [3.660, 0.812, -2.236], [0.514, 0.122, -4.351], [2.441, 2.157, -0.300], [4.077, 1.379, -0.188], [4.022, 1.254, 2.166], [2.262, 1.741, 2.295], [-0.151, -1.236, 1.540], [2.035, -3.254, 0.970], [2.040, -2.224, 2.449], [-1.142, -2.519, 3.358], [-0.246, -3.525, 4.308], [-0.475, -4.594, 0.887], [-1.503, -4.286, 2.079], [1.336, -5.198, 1.992], [1.880, -4.470, 3.328], [-1.063, 3.721, 0.637], [-1.570, 2.819, -0.470], [-2.909, 2.378, -0.222], [-3.867, 3.295, -0.434], [-3.691, 4.421, -0.817], [-5.041, 2.742, -0.130], [-6.150, 3.644, -0.214], [-1.162, 3.228, 1.607], [-0.015, 3.979, 0.475], [-1.637, 4.644, 0.688], [-0.957, 1.915, -0.510], [-1.500, 3.302, -1.446], [-6.199, 4.120, -1.191], [-6.080, 4.394, 0.573], [-7.055, 3.060, -0.063]], "homo_ev": -10.5236, "homo_lumo_gap_ev": 7.431, "charge": 1, "spin_multiplicity": 1}

# 4
{"formula": "C25H36ClF9IN4O2S2", "method": "ωB97M-V/def2-TZVPD", "symbols": ["C", "C", "C", "C", "N", "N", "C", "S", "C", "C", "C", "C", "C", "C", "F", "F", "C", "F", "F", "S", "F", "F", "F", "F", "F", "N", "C", "C", "C", "Cl", "C", "C", "C", "C", "I", "H", "H", "H", "H", "H", "H", "H", "H", "H", "H", "H", "H", "H", "H", "H", "H", "H", "H", "H", "H", "H", "H", "H", "H", "H", "H", "H", "H", "H", "H", "H", "C", "C", "C", "C", "C", "C", "N", "O", "O", "H", "H", "H", "H", "H"], "coordinates": [[-2.403, -3.211, 4.837], [-2.416, -4.762, 4.606], [-1.606, -5.249, 3.345], [-0.345, -4.387, 2.988], [0.112, -4.805, 1.615], [0.210, -3.715, 0.770], [1.262, -2.785, 0.917], [2.602, -2.758, 2.113], [1.090, -1.805, -0.120], [1.956, -0.553, -0.404], [3.340, -0.869, -1.092], [4.421, 0.250, -0.718], [5.085, 0.730, -2.059], [5.825, 2.136, -1.922], [6.865, 2.075, -2.827], [6.265, 2.197, -0.618], [4.761, 3.234, -2.289], [4.573, 3.162, -3.643], [3.525, 2.968, -1.751], [5.195, 5.001, -1.803], [5.011, 4.695, -0.226], [3.600, 5.399, -1.873], [5.272, 5.409, -3.395], [6.783, 4.713, -1.788], [5.515, 6.549, -1.456], [-0.050, -2.238, -0.806], [-0.543, -1.496, -1.988], [-1.440, -0.234, -1.645], [-2.065, -0.245, -0.202], [-3.630, 0.700, -0.318], [-0.611, -3.362, -0.276], [-1.846, -4.204, -0.664], [-3.129, -3.392, -1.074], [-4.132, -3.124, 0.100], [-5.382, -4.862, 0.553], [-1.347, -2.839, 4.966], [-2.800, -2.652, 3.945], [-2.961, -2.876, 5.741], [-3.490, -5.042, 4.417], [-2.132, -5.272, 5.558], [-1.226, -6.284, 3.578], [-2.322, -5.380, 2.493], [0.481, -4.590, 3.711], [-0.544, -3.288, 2.930], [-0.525, -5.511, 1.250], [2.195, -2.049, 3.218], [2.171, -0.105, 0.604], [1.333, 0.193, -0.966], [3.176, -0.838, -2.196], [3.663, -1.879, -0.749], [3.956, 1.082, -0.132], [5.159, -0.267, -0.054], [4.320, 0.843, -2.861], [5.862, -0.024, -2.332], [-1.136, -2.211, -2.602], [0.363, -1.121, -2.527], [-2.278, -0.232, -2.392], [-0.840, 0.692, -1.833], [-2.303, -1.251, 0.200], [-1.379, 0.335, 0.460], [-2.126, -4.785, 0.260], [-1.565, -4.981, -1.421], [-3.678, -4.028, -1.821], [-2.940, -2.421, -1.586], [-3.674, -2.684, 1.018], [-4.861, -2.356, -0.272], [-3.342, 7.406, 0.353], [-4.410, 6.610, -0.044], [-4.176, 5.410, -0.699], [-2.868, 5.015, -0.946], [-1.795, 5.806, -0.559], [-2.037, 7.006, 0.093], [-2.617, 3.736, -1.615], [-3.578, 3.074, -1.957], [-1.453, 3.400, -1.788], [-3.528, 8.340, 0.870], [-5.426, 6.926, 0.160], [-5.014, 4.797, -1.004], [-0.775, 5.502, -0.756], [-1.207, 7.631, 0.401]], "homo_ev": -11.7881, "homo_lumo_gap_ev": 9.316, "charge": 1, "spin_multiplicity": 1}

no.,E (hartree)
1,-2111.33965
2,-691.15866
3,-2603.91176
4,-3796.31471